(1)
Computed, not measured: C5H10N2O in the gas phase, with ωB97M-V with the def2-TZVPD basis set.

* largest force on an atom: 5.64 eV/A
* frontier orbital gap: 0.30978 hartree
* LUMO: 0.74 eV
* ΔE to the lowest compared entry with this formula, charge and spin: 608.9 kJ/mol
* HOMO level: -7.69 eV

Geometry as ORCA input:
```
! RIJCOSX wB97M-V def2-TZVPD def2/J DEFGRID3
* xyz 0 1
O -1.574 1.235 0.429
N 2.224 0.315 0.877
N 2.285 0.571 -0.567
C -0.459 1.781 -0.230
C 1.135 0.099 0.118
C -1.823 -0.088 -0.025
C 0.480 -1.211 -0.167
C -0.895 -1.173 0.503
H -2.924 -0.077 0.350
H -0.433 1.455 -1.269
H -1.453 -2.179 0.409
H -1.921 -0.211 -1.102
H 1.282 -1.977 0.149
H 0.265 -1.265 -1.306
H -0.226 2.828 -0.145
H 2.081 1.227 1.365
H 2.710 -0.245 -0.957
H -0.753 -1.086 1.568
*
```


(2)
Computed, not measured: a 2-piece molecular cluster, C5H10N2O overall, with ωB97M-V with the def2-TZVPD basis set.

* largest force on an atom: 0.80 eV/A
* frontier orbital gap: 0.34578 hartree
* structure (SMILES): CCc1cnc[nH]1.O
* LUMO: 0.66 eV
* ΔE to the lowest compared entry with this formula, charge and spin: 46.1 kJ/mol
* HOMO level: -8.75 eV

Geometry as ORCA input:
```
! RIJCOSX wB97M-V def2-TZVPD def2/J DEFGRID3
* xyz 0 1
O -0.670 1.633 2.447
N 1.253 1.253 -1.412
N 1.103 -0.486 -0.032
C -1.281 -2.346 0.294
C -1.435 -0.861 -0.001
C -0.053 0.857 -1.304
C 1.923 0.445 -0.631
C -0.171 -0.207 -0.458
H -1.127 1.997 1.670
H 1.384 -1.226 0.588
H 2.999 0.477 -0.603
H -0.016 1.012 2.122
H -1.766 -0.318 0.887
H -2.204 -2.908 0.434
H -0.720 -2.875 -0.475
H -0.848 1.162 -1.968
H -2.188 -0.701 -0.770
H -0.774 -2.467 1.259
*
```


| no. | electronic energy (eV) |
| --- | --- |
| 1 | -10368.9945 |
| 2 | -10374.8275 |